Below is H14O7 as an isolated structure at a distorted geometry, with properties calculated with the ωB97M-V functional and the def2-TZVPD basis.

Structure (ORCA input):
```
! RIJCOSX wB97M-V def2-TZVPD def2/J DEFGRID3
* xyz 0 1
O 0.6374 0.9809 0.3356
O -1.8108 2.1051 -0.5008
O -2.4240 -0.0404 1.1050
O 0.2779 -0.7611 2.2795
H 1.4112 0.8242 -0.3321
H -0.1665 1.6970 0.1203
H -2.3845 2.0324 -1.3081
H -2.3928 1.6987 0.2155
H -1.6485 -0.6285 1.1353
H -3.2470 -0.6050 1.1188
H 0.1060 -0.0289 2.9157
H 0.5512 -0.3208 1.4650
O 2.0700 -1.4733 0.3003
O 2.2293 0.4647 -2.0162
O -0.0133 -0.8228 -1.2098
H 2.7433 -0.3146 -1.6828
H 1.4268 0.0237 -2.5510
H 2.1166 -2.3798 0.6203
H 1.3570 -1.4638 -0.3912
H 0.0669 0.1639 -0.4364
H -0.9061 -1.1516 -1.1829
*
```

Values from the calculation:
DFT total energy: -14558.8195 eV

Here are the Löwdin charges for atoms 1 to 5, given in e:
1. O -0.087
2. O -0.096
3. O -0.082
4. O -0.090
5. H 0.104

***

Below is CHBr3 as an isolated structure, with properties calculated with the ωB97M-V functional and the def2-TZVPD basis.

Structure (ORCA input):
```
! RIJCOSX wB97M-V def2-TZVPD def2/J DEFGRID3
* xyz 0 1
C -0.0308 0.0840 -0.1206
Br -1.6267 -0.8991 0.3889
Br 1.3620 -1.1048 -0.7709
Br 0.6835 1.1399 1.3661
H -0.3879 0.7800 -0.8636
*
```

Values from the calculation:
DFT total energy: -211180.1915 eV

Löwdin charges in e:
1. C -1.596
2. Br 0.548
3. Br 0.549
4. Br 0.532
5. H -0.033

***

Below is C43H36N10O4SSbSc as an isolated structure at a distorted geometry, with properties calculated with the ωB97M-V functional and the def2-TZVPD basis.

Structure (ORCA input):
```
! RIJCOSX wB97M-V def2-TZVPD def2/J DEFGRID3
* xyz 0 1
Sc 1.4682 0.4384 1.8199
C 5.0097 0.3127 2.8685
C 4.6750 -1.0080 2.2607
C 5.7172 -1.8964 1.9975
C 5.4456 -3.1514 1.4958
C 4.1181 -3.4886 1.2991
C 3.1363 -2.5463 1.5651
N 3.3909 -1.3205 2.0217
Sb 1.1132 -3.3008 1.3136
C 0.1740 -2.0044 2.7703
C -1.1918 -2.0323 3.0136
C -1.6511 -1.5688 4.2370
C -0.7348 -1.1166 5.1688
C 0.6109 -1.0438 4.8141
C 1.6539 -0.5113 5.7440
N 1.0462 -1.4946 3.6356
C 0.6571 -2.0985 -0.4345
C -0.2390 -2.5979 -1.5956
C -0.1815 -1.1208 -3.2917
C 0.4603 0.2308 -3.3430
C 1.6392 0.5345 -2.7713
C 2.2946 1.8589 -3.0052
N 2.3599 -0.3492 -1.9118
H 6.0861 0.4231 2.9633
H 4.5515 0.4154 3.8531
H 4.6439 1.1275 2.2481
H 6.7346 -1.5894 2.1773
H 6.2386 -3.8522 1.2814
H 3.8344 -4.4715 0.9423
H -1.8694 -2.4249 2.2670
H -2.7076 -1.5884 4.4661
H -1.0547 -0.7858 6.1460
H 1.2298 0.2140 6.4337
H 2.4510 -0.0422 5.1652
H 2.0860 -1.3292 6.3208
H -0.5408 -3.6420 -1.5802
H -0.5008 -1.4156 -4.2910
H 0.0013 0.9663 -3.9859
H 1.8151 2.3600 -3.8420
H 3.3516 1.7237 -3.2284
H 2.2082 2.4913 -2.1204
O 0.1523 0.9818 3.4362
N 0.0615 2.1704 3.9896
C -1.1078 2.5852 4.4958
C -1.2166 3.7876 5.1514
C -0.0889 4.6016 5.2745
C 1.0959 4.1811 4.7250
C 1.1812 2.9477 4.0683
S 2.6082 2.3393 3.3874
H -1.9384 1.9109 4.3464
H -2.1655 4.0896 5.5617
H -0.1476 5.5474 5.7904
H 1.9962 4.7706 4.7801
C -8.8287 -1.6066 -7.0148
O -7.4727 -1.9488 -7.1688
C -6.6094 -1.6582 -6.1585
C -5.2534 -1.8680 -6.4305
C -4.2981 -1.5710 -5.4899
C -4.6672 -1.0461 -4.2424
C -6.0260 -0.8720 -3.9642
C -6.9857 -1.1798 -4.9043
N -3.6450 -0.7671 -3.3639
N -3.9257 -0.0767 -2.3235
C -2.9210 0.2039 -1.4432
C -3.1508 1.2827 -0.5680
C -2.1713 1.7632 0.2662
C -0.8998 1.1508 0.3236
O 0.0962 1.6265 1.0151
C -0.7237 -0.0235 -0.4580
N 0.5239 -0.6808 -0.3100
C 1.4087 -1.2501 -1.4197
C 0.7738 -2.0344 -2.5744
C -1.2570 -1.5764 -2.2125
C -1.6830 -0.4707 -1.3391
H -9.2883 -1.7719 -7.9878
H -8.9474 -0.5562 -6.7312
H -9.3249 -2.2368 -6.2698
H -4.9823 -2.2626 -7.3971
H -3.2506 -1.7214 -5.7027
H -6.3072 -0.4971 -2.9923
H -8.0278 -1.0489 -4.6576
H -4.1137 1.7700 -0.6202
H -2.3454 2.6349 0.8808
H 2.9721 0.1116 -1.2492
H 1.5213 -2.6333 -3.0873
H -2.1040 -2.0648 -2.6901
N 2.8223 3.2898 0.1575
C 3.4775 2.0992 0.1709
O 2.8438 1.0615 0.5859
C 4.7803 2.0123 -0.3365
C 5.4514 3.1378 -0.8142
N 5.9890 4.0774 -1.2070
C 5.4207 0.7731 -0.3732
N 5.9211 -0.2646 -0.3893
H 3.3236 4.1424 -0.0266
H 1.9253 3.3333 0.6190
*
```

Values from the calculation:
DFT total energy: -106337.4522 eV

Here are the Löwdin charges for atoms 1 to 5, given in e:
1. Sc 0.927
2. C -0.058
3. C -0.318
4. C -0.047
5. C -0.049

***

Gap between HOMO and LUMO values, unit eV, following the record order: 10.6, 10.2, 6.9.
ΔE to the lowest compared entry with this formula, charge and spin values, unit kJ/mol, following the record order: 254.9, 5.3, 421.0.